This record from the Open Molecules 2025 dataset describes a cluster of 2 separate species, C5H12N2 in total at a distorted geometry. The level of theory is ωB97M-V/def2-TZVPD.

ORCA input file:
```
! wB97M-V def2-TZVPD RIJCOSX def2/J DEFGRID3
* xyz 0 1
H 0.143 -0.433 2.716
H -0.090 1.118 -2.538
C -1.221 0.946 -0.723
H 0.629 -2.366 1.293
H 2.138 -1.442 1.478
H -0.919 -1.582 -0.444
C 1.396 -1.800 0.758
H -2.026 0.368 -1.156
C -0.319 0.225 1.980
C 0.780 -0.657 -0.045
C -0.422 1.741 -1.710
H 1.888 -2.488 0.070
N -0.252 -0.994 -0.951
H -1.189 0.785 2.321
H -1.646 1.555 0.071
H -1.045 2.556 -2.101
H 0.451 2.201 -1.242
N 0.125 0.398 0.800
H 1.578 -0.129 -0.579
*
```

Properties
ΔE to the lowest compared entry with this formula, charge and spin   476.4 kJ/mol
Lowest unoccupied orbital energy   0.8 eV
Kohn-Sham gap   8.66 eV

This record from the Open Molecules 2025 dataset describes a cluster of 2 separate species, CH4ClPS in total at a distorted geometry. The level of theory is ωB97M-V/def2-TZVPD.

ORCA input file:
```
! wB97M-V def2-TZVPD RIJCOSX def2/J DEFGRID3
* xyz 0 1
S 0.312 1.295 -1.194
H -2.142 1.629 -0.740
P 0.437 -0.529 -0.190
H 1.009 -3.319 2.774
C -1.263 1.859 -1.296
H -1.245 2.648 -2.020
Cl 2.351 -0.832 -0.339
H 0.541 -2.752 3.005
*
```

Properties
ΔE to the lowest compared entry with this formula, charge and spin   248.3 kJ/mol
Lowest unoccupied orbital energy (alpha / beta)   -0.8 / -0.3 eV
Kohn-Sham gap (alpha / beta)   6.99 / 7.46 eV

This record from the Open Molecules 2025 dataset describes a structure of composition C35H42Cl5N2O4PSi2SnTe. The level of theory is ωB97M-V/def2-TZVPD.

ORCA input file:
```
! wB97M-V def2-TZVPD RIJCOSX def2/J DEFGRID3
* xyz 0 1
H 2.832 -2.650 -2.340
C -0.237 2.456 5.257
H 3.981 -2.368 -3.659
H -0.732 3.158 5.915
Te 1.740 0.562 -1.603
H -0.103 -3.312 -4.270
H -0.211 -2.318 -2.819
H -1.159 5.799 -0.861
H 1.501 2.256 6.500
H -3.302 4.777 -0.172
C -3.198 0.034 3.431
C -5.388 -0.594 2.650
H 2.632 0.678 4.954
Si 1.677 -1.607 -4.274
C -1.168 4.831 -0.376
H 6.754 0.130 -0.004
C -0.854 2.062 4.079
C 1.015 1.952 5.582
C -3.671 -0.005 1.076
N 0.360 -2.702 4.300
H 6.936 0.245 -1.759
C 0.026 4.162 -0.134
C -2.388 3.017 0.633
H -1.444 -4.466 4.271
C 1.960 -1.620 -6.123
C -4.969 -0.417 1.339
C -0.704 -2.743 3.462
C 0.013 2.924 0.487
H 4.056 -0.713 -1.978
H 3.332 2.454 0.634
H 5.370 3.443 -2.380
Cl -3.406 -3.850 -1.107
C -4.498 -0.376 3.693
H 3.685 -0.592 -0.251
Cl -5.624 -1.067 -5.182
H 2.841 -3.711 -3.748
C -3.640 -0.122 -3.598
H 5.156 2.022 -3.404
H -4.812 -0.532 4.717
H -2.379 -3.964 1.649
C 1.045 0.692 3.531
H -3.308 -4.730 2.952
C 4.419 2.383 0.538
C -2.370 4.259 0.012
H 2.964 -1.270 -6.378
C 1.794 -0.176 2.550
H 7.355 1.622 -0.734
H 4.831 3.395 0.534
O 1.736 0.255 1.341
N -1.609 -3.737 3.603
Si 4.895 1.443 -1.003
C 1.775 0.184 -3.706
C -2.610 -1.372 -1.760
C 3.744 -0.031 -1.187
C -2.779 0.247 2.120
H 4.787 1.869 1.429
O 2.340 -1.216 2.932
Cl -3.706 1.315 -4.548
C 6.646 0.799 -0.862
Cl -5.490 -3.646 -3.427
C -0.015 -2.289 -3.894
C -4.497 -1.177 -3.884
H 1.241 -0.970 -6.629
H 0.597 -3.508 4.851
H -6.403 -0.909 2.858
H 0.944 2.400 0.685
H -3.363 -2.973 2.726
C 4.775 2.536 -2.517
C -1.197 2.340 0.869
H 1.114 -2.076 4.008
H 0.911 0.730 -4.098
C 1.650 1.070 4.721
H -5.647 -0.607 0.517
H -0.805 -1.695 -4.362
C 2.958 -2.672 -3.426
H -3.349 0.115 0.050
C -3.512 -2.420 -2.066
P -1.077 0.701 1.659
H -1.829 2.462 3.826
C -2.725 -0.217 -2.553
C -4.428 -2.330 -3.099
Cl -1.667 1.107 -2.218
H 2.666 0.693 -4.082
Sn 0.083 -1.304 0.347
H 1.843 -2.627 -6.530
C -0.229 1.165 3.215
O -0.873 -1.868 2.596
O -1.751 -1.546 -0.801
H -3.334 2.583 0.927
C -2.725 -3.854 2.677
H 0.969 4.602 -0.432
H 3.745 2.842 -2.717
H -2.507 0.175 4.252
*
```

Properties
ΔE to the lowest compared entry with this formula, charge and spin   79.6 kJ/mol
Lowest unoccupied orbital energy   0.4 eV
Kohn-Sham gap   7.84 eV

This record from the Open Molecules 2025 dataset describes a cluster of 4 separate species, C4H16O4S in total at a distorted geometry. The level of theory is ωB97M-V/def2-TZVPD.

ORCA input file:
```
! wB97M-V def2-TZVPD RIJCOSX def2/J DEFGRID3
* xyz 0 1
H 0.144 2.458 0.552
H -1.625 -0.095 1.100
H 0.353 -0.240 -0.221
C 0.056 -0.778 -1.122
O -2.429 -0.347 0.689
H 0.617 0.333 -2.873
H -3.390 -0.827 -0.833
H -2.226 -2.205 -0.315
O 1.958 0.490 2.610
H -1.620 0.572 -1.728
H 0.522 -0.619 3.360
H 1.270 3.462 0.274
C 1.014 -0.445 -2.246
H 2.221 1.392 2.446
O 1.049 2.559 0.122
H -1.482 -1.108 -2.370
C -1.351 -0.461 -1.514
O -0.282 -0.658 2.809
H 2.534 -0.060 2.137
H 1.312 -1.369 -2.808
H 0.106 -1.895 -0.839
H 2.020 0.621 -0.362
C -2.330 -1.035 -0.500
H -1.095 -0.097 3.184
S 2.654 0.353 -1.550
*
```

Properties
ΔE to the lowest compared entry with this formula, charge and spin   174.9 kJ/mol
Lowest unoccupied orbital energy   0.2 eV
Kohn-Sham gap   8.92 eV

This record from the Open Molecules 2025 dataset describes a structure of composition C27H39Cl3NO2PRe. The level of theory is ωB97M-V/def2-TZVPD.

ORCA input file:
```
! wB97M-V def2-TZVPD RIJCOSX def2/J DEFGRID3
* xyz 2 4
C -2.203 -2.571 -2.005
C 1.102 0.972 -2.687
H -2.147 1.874 -1.930
H -4.043 -3.406 -1.221
H -3.015 1.453 0.364
H 4.328 1.608 -1.694
Cl 0.042 -4.350 1.087
H 0.454 2.549 -1.381
H 0.924 -0.100 -2.814
H 1.931 1.318 -4.653
H -1.428 0.584 2.694
H 2.091 1.070 -2.231
Cl 4.311 -6.343 3.669
H -3.823 -2.534 1.075
C 0.035 1.615 -1.771
Cl 4.326 3.754 -0.710
H -2.434 3.074 0.029
H -0.394 -2.482 -0.792
C -2.116 -1.244 0.730
C -0.945 1.841 0.998
H 1.203 2.727 -3.913
H -2.483 4.015 3.765
C -0.726 1.381 2.449
H -2.352 1.321 -4.291
N 2.289 2.045 0.864
H 5.123 1.620 -0.115
H -3.431 1.926 2.657
C -3.410 -2.537 -1.049
C -0.909 2.567 3.411
H 0.282 0.947 2.596
C 4.267 1.992 -0.682
H -2.276 -0.127 -1.117
C -2.960 -2.502 0.411
H -0.117 0.470 -5.428
C 3.477 -2.705 2.255
C 1.609 -4.113 1.757
H -1.204 3.008 -2.848
H 1.768 -6.132 2.428
C 4.126 -1.446 2.304
C -1.402 1.097 -3.808
H 0.034 3.111 3.522
H -2.380 -3.405 0.621
C -0.989 -1.820 -1.427
H 2.315 2.980 1.266
C -1.259 1.957 -2.555
C -2.012 3.526 2.915
H -0.306 2.718 0.839
P -0.274 0.648 -0.230
C -3.044 2.770 2.080
H -3.898 3.403 1.844
H -2.741 -0.497 1.222
H 5.126 -1.418 2.743
C -0.240 1.343 -4.786
C 1.082 1.649 -4.055
H -1.445 0.041 -3.527
H -2.486 -2.124 -2.960
O 3.658 -0.343 1.906
H -0.339 -1.491 -2.237
C 2.209 -2.867 1.669
C -1.501 -0.661 -0.558
H -1.317 -1.511 1.430
C -2.414 2.271 0.767
C 3.056 1.527 0.025
C 4.136 -3.784 2.871
H 5.117 -3.639 3.311
H -1.577 4.324 2.305
C 3.531 -5.009 2.927
H -4.038 -1.665 -1.259
C 2.258 -5.167 2.376
H -1.161 2.181 4.398
H -0.483 2.176 -5.446
Re 1.859 0.011 0.799
O 1.571 -1.869 1.015
H -1.916 -3.601 -2.218
*
```

Properties
ΔE to the lowest compared entry with this formula, charge and spin   0.0 kJ/mol
Lowest unoccupied orbital energy (alpha / beta)   -7.1 / -8.5 eV
Kohn-Sham gap (alpha / beta)   7.44 / 6.14 eV

This record from the Open Molecules 2025 dataset describes a structure of composition C25H42Cl2O2P2Yb at a distorted geometry. The level of theory is ωB97M-V/def2-TZVPD.

ORCA input file:
```
! wB97M-V def2-TZVPD RIJCOSX def2/J DEFGRID3
* xyz 1 2
H 1.392 -0.725 3.592
C -0.767 2.252 2.167
H -2.615 2.162 -2.888
C 0.245 1.099 -4.185
C 0.721 3.245 -0.430
H 0.897 -2.280 -3.885
H -0.320 3.587 -0.334
C -5.675 -0.584 -0.193
H -5.679 -0.851 -3.161
H 0.064 -1.491 2.691
H -1.039 -1.927 -2.857
H -1.324 1.577 2.827
P -4.260 0.477 -0.546
H 3.181 -1.449 -0.062
H 1.876 -2.224 0.871
H -4.806 2.233 0.941
Cl -2.955 -3.455 -1.582
C -4.879 2.149 -0.151
H -0.329 3.039 2.799
C -2.479 -1.386 -4.582
H -5.916 2.319 -0.464
H 2.435 1.512 -2.120
H -6.086 -0.311 0.800
C 0.815 0.250 1.796
C -0.954 -2.509 -0.014
C -2.608 1.002 -5.918
H 3.208 -1.419 1.711
H -4.425 -2.317 -4.656
H 0.930 -2.548 -5.643
H -3.661 2.687 -4.950
O -0.971 -1.407 -0.662
C 1.878 0.949 -0.133
H 0.973 1.604 -4.829
C 0.255 1.508 1.417
Yb -1.815 0.159 -1.981
C -1.326 -1.211 -3.677
C 0.494 -0.526 2.991
H -4.218 2.904 -0.593
H -5.047 1.187 -2.610
C -4.172 0.525 -2.506
C -4.580 -0.863 -3.080
H 0.739 0.883 -3.240
H -5.341 -1.638 -0.111
C 1.047 -1.789 -4.861
O -0.679 -2.737 1.180
C -1.321 -3.729 -0.875
H -4.424 -0.661 -5.215
C -3.133 1.292 -3.390
H 3.720 1.685 -0.923
H -2.364 -2.436 -4.964
H -0.230 0.000 3.616
H -1.815 1.734 -6.142
H 3.265 0.070 -1.481
C 2.555 -1.361 0.830
H -1.879 -0.901 -6.646
C -3.605 1.596 -4.858
H -6.491 -0.537 -0.936
H 2.052 -1.345 -4.918
H -4.368 -1.665 -2.363
H -1.481 2.738 1.490
H -3.173 0.884 -6.852
Cl -0.037 -3.911 -2.117
H -2.245 0.740 -3.740
H -0.585 1.791 -4.037
C 1.784 -0.118 0.815
C -4.034 -1.307 -4.420
H 0.975 3.197 -1.498
C 2.865 1.057 -1.218
H -4.606 1.185 -5.010
H -1.362 -4.639 -0.269
C 0.917 1.944 0.230
H 1.357 4.029 0.018
P -0.199 -0.512 -4.976
C -1.943 -0.384 -5.664
*
```

Properties
ΔE to the lowest compared entry with this formula, charge and spin   656.8 kJ/mol
Lowest unoccupied orbital energy (alpha / beta)   -4.0 / -4.1 eV
Kohn-Sham gap (alpha / beta)   3.13 / 3.48 eV

This record from the Open Molecules 2025 dataset describes a cluster of 3 separate species, C14H32BNO10S in total. The level of theory is ωB97M-V/def2-TZVPD.

ORCA input file:
```
! wB97M-V def2-TZVPD RIJCOSX def2/J DEFGRID3
* xyz 0 1
H -0.378 -2.896 -0.588
H 0.860 1.699 0.884
H -3.357 -3.788 -0.961
H 0.340 -8.504 -2.410
C 4.576 6.635 2.722
H 3.507 6.622 -2.070
C 0.080 -0.875 -0.080
H 2.017 2.307 -0.380
O 5.210 6.646 0.119
H -4.403 -0.449 -0.984
H -4.550 1.433 2.353
H 4.616 5.234 -1.923
O -3.467 -0.636 -0.947
C -0.909 -1.943 -0.543
C -0.162 -8.936 -1.544
C 0.031 -8.054 -0.330
H 0.820 -1.343 0.570
H 1.087 -7.968 -0.083
H 4.255 6.194 3.664
N -2.058 -2.078 0.348
H 5.618 6.362 2.557
C -3.613 -0.380 1.631
H 0.588 0.746 -2.871
O -2.550 -7.343 -0.301
C -4.390 0.917 1.404
H -3.847 -5.162 0.047
H -0.490 -8.451 0.541
H 0.254 -9.925 -1.356
H 4.731 8.588 1.817
H -1.285 -1.764 -1.549
C 3.609 5.595 -1.723
C 4.191 6.113 0.473
C 1.026 2.383 0.058
O -1.499 2.275 -0.631
H -5.380 0.741 0.983
B -3.054 -1.048 0.301
H -3.814 -5.330 -1.726
C 4.390 8.136 2.747
H 2.878 4.965 -2.221
H -3.830 1.599 0.764
O -1.948 -5.227 -0.812
H -0.949 0.202 -2.161
O 3.308 5.513 -0.325
H -1.219 -9.046 -1.782
H 4.958 8.568 3.570
O -0.397 -6.703 -0.571
O 3.752 6.006 1.726
S -0.183 2.211 -1.209
H -0.413 -0.091 0.503
O 0.822 -0.296 -1.151
C -3.333 -4.866 -0.866
H -2.731 -0.165 2.243
C 0.060 0.558 -1.939
H -4.205 -1.103 2.202
O 0.125 3.174 -2.234
C -1.716 -6.509 -0.543
H 0.880 3.403 0.415
H -1.796 -2.331 1.291
H 3.336 8.385 2.881
*
```

Properties
Lowest unoccupied orbital energy   0.5 eV
Kohn-Sham gap   10.03 eV

This record from the Open Molecules 2025 dataset describes an isolated molecule of C4H10N2O. The level of theory is ωB97M-V/def2-TZVPD.

ORCA input file:
```
! wB97M-V def2-TZVPD RIJCOSX def2/J DEFGRID3
* xyz 0 1
N -2.644 -0.770 1.788
H 1.388 0.887 -2.278
H -3.579 -0.411 1.977
C -1.788 0.095 1.482
N -0.047 0.040 -0.176
H 2.639 -0.355 -2.189
H 0.963 -0.808 -2.540
H -0.262 -1.373 1.328
H 2.023 0.324 0.101
H 0.279 0.241 1.910
C 1.328 -0.304 -0.480
H -1.976 1.173 1.403
H -0.839 1.580 -1.032
O -0.184 1.461 -0.334
H 1.478 -1.347 -0.193
C 1.598 -0.136 -1.970
C -0.377 -0.297 1.204
*
```

Properties
ΔE to the lowest compared entry with this formula, charge and spin   317.0 kJ/mol
Lowest unoccupied orbital energy   0.9 eV
Kohn-Sham gap   10.16 eV

This record from the Open Molecules 2025 dataset describes a structure of composition C18H12ClNO2Pt at a distorted geometry. The level of theory is ωB97M-V/def2-TZVPD.

ORCA input file:
```
! wB97M-V def2-TZVPD RIJCOSX def2/J DEFGRID3
* xyz 2 5
H -2.855 4.294 2.136
N -0.507 -1.354 -1.129
C -1.741 -1.831 -0.968
C -0.846 1.397 3.782
C -0.919 1.468 2.339
C 1.747 -1.431 -1.865
C 0.104 -3.282 -2.371
H -0.282 0.576 4.202
C 4.069 -1.326 -2.420
C -1.180 -3.783 -2.214
C -2.174 3.379 3.972
C -1.892 2.732 0.308
C -2.114 -3.053 -1.501
Cl -2.941 4.522 4.920
H 3.193 1.559 -0.852
H -3.123 -3.414 -1.358
H -2.434 -1.218 -0.408
H -1.381 2.276 5.648
C 3.110 0.572 -1.282
O -0.334 0.565 1.682
C -1.445 2.326 4.570
H 0.844 -3.845 -2.922
C 4.192 -0.031 -1.841
Pt 0.242 0.548 -0.438
C 0.422 -2.060 -1.810
C 2.855 -2.016 -2.425
H -1.443 -4.739 -2.646
O -1.483 1.977 -0.567
H 2.809 -2.998 -2.877
C 1.866 -0.129 -1.235
C -1.678 2.558 1.746
H -2.486 3.602 0.004
H 5.152 0.467 -1.856
C -2.279 3.477 2.558
H 4.933 -1.784 -2.881
*
```

Properties
Lowest unoccupied orbital energy (alpha / beta)   -6.9 / -9.9 eV
Kohn-Sham gap (alpha / beta)   7.93 / 5.74 eV

This record from the Open Molecules 2025 dataset describes a cluster of 3 separate species, C3H11O3S in total at a distorted geometry. The level of theory is ωB97M-V/def2-TZVPD.

ORCA input file:
```
! wB97M-V def2-TZVPD RIJCOSX def2/J DEFGRID3
* xyz 0 2
O -1.660 2.023 -1.295
H 1.850 -2.171 -1.188
C 0.591 0.737 0.699
O -2.102 -0.547 2.519
O -0.662 0.380 0.334
H 1.712 -1.002 1.115
H 2.534 0.060 -0.127
H -1.737 0.011 1.802
H -0.140 0.547 -1.963
H -1.296 1.250 -0.620
H 0.863 1.747 0.296
C 1.104 -1.352 -0.937
C 1.598 -0.417 0.177
S 0.544 -0.488 -2.454
H -1.815 -1.433 2.241
H -2.266 1.590 -1.901
H 0.599 0.911 1.750
H 0.282 -1.848 -0.448
*
```

Properties
ΔE to the lowest compared entry with this formula, charge and spin   41.9 kJ/mol
Lowest unoccupied orbital energy (alpha / beta)   0.5 / -3.5 eV
Kohn-Sham gap (alpha / beta)   9.91 / 5.89 eV

no.,electronic energy (eV)
1,-8355.19919
2,-33745.90047
3,-148933.20957
4,-23431.10570
5,-83188.33384
6,-105840.25860
7,-48515.45152
8,-9335.70160
9,-40195.14905
10,-20263.85906